--- 1 ---
DFT (the ωB97M-V functional and the def2-TZVPD basis) results for a structure of composition C4H7NO.

Element x y z (Å)
N 0.42555 -0.46840 1.59326
C 1.49217 -0.20003 -0.64601
H -1.42187 -1.54941 -0.43352
C -0.99964 -0.72151 1.62243
C -1.11431 -0.63358 0.08333
H 1.21532 0.52077 -1.42213
C 0.36856 -0.41254 0.29836
H -0.34414 2.54171 -0.66508
O -1.74579 -0.93025 2.53187
H -0.30994 2.62426 -1.40550
H 2.37680 0.14909 -0.10892
H -1.67886 0.22413 -0.29924
H 1.73615 -1.14424 -1.14883

## Properties
- Charge: 0
- HOMO-LUMO gap: 10.5 eV
- M: 85.11 g/mol
- LUMO level: 0.02432 Eh
- Multiplicity: 1
- HOMO level: -9.86 eV

=====

--- 2 ---
DFT (the ωB97M-V functional and the def2-TZVPD basis) results for a structure of composition C4H7NO.

Element x y z (Å)
H 1.68471 -1.93781 -0.53837
C -0.61928 1.07830 0.57541
C 0.87890 -1.44483 0.07479
N -1.49273 0.40670 -1.69223
H 0.50859 -0.23727 1.95775
C 0.64509 0.29873 1.06522
H -0.48259 2.17553 0.47545
H -1.14055 -0.17361 -2.45976
H 1.57609 0.86630 0.98786
C -0.63925 0.39820 -0.76605
O 0.58235 -0.21602 -0.84824
H -1.51389 0.92611 1.19406
H 0.01256 -2.14035 -0.02590

## Properties
- Charge: 0
- HOMO-LUMO gap: 9.0 eV
- M: 85.11 g/mol
- LUMO level: 0.02031 Eh
- Multiplicity: 1
- HOMO level: -8.44 eV

=====

--- 3 ---
DFT (the ωB97M-V functional and the def2-TZVPD basis) results for the molecule C4H7NO.

Element x y z (Å)
H 0.17351 -1.44939 -2.22469
C -0.10504 -0.41958 0.95754
C 0.52617 -0.84532 -1.38920
H 0.98623 -0.34399 1.12675
H -0.49103 1.05319 -2.01651
H -0.42719 -1.35597 1.42613
C 0.15462 0.58761 -1.27541
O -0.71265 0.84718 2.89947
H -1.25531 1.48839 1.05238
N -0.48688 -0.41331 -0.44057
H 0.88595 1.25584 -0.81863
C -0.75316 0.73222 1.69888
H 1.50479 -1.13685 -0.99613

## Properties
- Charge: 0
- HOMO-LUMO gap: 10.7 eV
- M: 85.11 g/mol
- LUMO level: 0.03864 Eh
- Multiplicity: 1
- HOMO level: -9.69 eV

=====

Which structure is most stable? 3, by 9.6 kJ/mol over the runner-up.